[1]
The following is a DFT calculation (ωB97M-V/def2-TZVPD) of a structure of composition C27H18F3N6O2RuS2.

XYZ file:
```
59
Properties=species:S:1:pos:R:3:lowdin_spin:R:1
Ru 0.38 -0.33 0.04 0.036
C 3.05 1.73 -3.25 0.020
C 1.97 1.86 -2.20 0.193
S 2.23 0.93 -0.80 0.219
C 0.87 2.68 -2.48 0.122
C 0.73 3.20 -3.90 0.003
S -0.28 3.18 -1.36 0.335
H 3.88 1.14 -2.86 0.001
H 3.42 2.71 -3.58 0.003
H 2.66 1.21 -4.12 0.009
H 1.53 3.91 -4.14 0.003
H -0.22 3.71 -4.01 0.001
H 0.78 2.39 -4.63 0.001
C -3.12 -2.64 1.42 0.000
C -2.71 -2.99 2.70 0.000
C -1.40 -2.75 3.07 0.000
C -0.51 -2.15 2.17 0.000
N -0.94 -1.77 0.95 0.002
C -2.20 -2.04 0.59 0.000
C 0.91 -1.88 2.45 0.000
C 1.55 -2.50 3.52 0.000
C 2.89 -2.26 3.76 0.000
C 3.57 -1.39 2.91 0.000
C 2.93 -0.79 1.84 0.001
C 1.57 -1.01 1.55 0.000
H -4.13 -2.80 1.07 0.000
H -3.40 -3.43 3.40 0.000
H -1.05 -3.00 4.06 0.000
H -2.47 -1.75 -0.42 0.000
H 1.02 -3.19 4.16 0.000
H 3.40 -2.74 4.59 0.000
H 4.63 -1.19 3.07 0.000
H 3.51 -0.15 1.19 0.002
N -1.95 5.56 3.85 0.000
C -1.60 4.63 3.27 0.000
C -1.16 3.46 2.56 0.003
C -2.07 2.67 1.85 0.005
C -1.60 1.55 1.21 0.004
N -0.31 1.17 1.23 0.002
C 0.56 1.93 1.92 0.007
C 0.17 3.07 2.60 0.003
H -3.11 2.94 1.79 0.000
H -2.26 0.91 0.64 0.000
H 1.58 1.60 1.92 0.006
H 0.91 3.66 3.13 0.000
F 2.46 -3.40 -3.93 0.000
C 1.58 -3.43 -2.91 0.000
F 2.10 -4.25 -1.98 0.000
F 0.47 -4.04 -3.39 0.000
C 1.23 -2.00 -2.38 0.002
O 1.16 -1.13 -3.24 0.001
O 1.05 -1.99 -1.13 0.004
N -1.16 0.07 -1.43 0.008
C -2.15 0.15 -2.01 0.004
C -3.44 0.20 -2.57 0.000
C -3.71 0.80 -3.82 0.000
N -3.96 1.28 -4.84 0.000
C -4.49 -0.40 -1.85 0.000
N -5.33 -0.91 -1.23 0.000
```

Its expectation value of S² is 0.77. The value obtained for the HOMO energy (spin up / spin down) is -1.3 / -1.9 eV. Its net charge is -2. The spin multiplicity is 2.

***

[2]
The following is a DFT calculation (ωB97M-V/def2-TZVPD) of a structure of composition C27H19Br2CoN2O5.

XYZ file:
```
56
Properties=species:S:1:pos:R:3:mulliken_charge:R:1
Co 0.43 -0.72 0.38 0.189
O 1.85 -0.89 1.69 -0.521
C 3.12 -1.06 1.08 -0.718
C 2.97 -1.47 -0.35 0.698
C 3.99 -2.01 -1.11 -0.958
C 3.77 -2.24 -2.46 -0.300
C 2.54 -1.92 -3.01 -1.089
C 1.55 -1.41 -2.19 -0.174
N 1.77 -1.21 -0.89 0.679
H 1.85 0.11 2.06 0.468
H 3.72 -1.78 1.64 0.445
H 3.65 -0.10 1.09 0.252
H 4.94 -2.24 -0.65 0.482
H 4.55 -2.66 -3.07 0.406
H 2.33 -2.06 -4.06 0.506
H 0.57 -1.15 -2.57 0.509
Br 1.23 8.07 0.44 -0.194
C 1.24 6.19 0.67 0.126
C 0.70 5.39 -0.32 -0.622
C 0.71 4.01 -0.14 -0.337
C 1.25 3.46 1.02 0.131
C 1.77 4.28 2.00 -0.296
C 1.77 5.66 1.83 -0.555
C 1.25 1.97 1.20 0.624
O 1.60 1.51 2.32 -0.843
O 0.84 1.27 0.23 -0.741
H 0.29 5.83 -1.21 0.426
H 0.31 3.36 -0.90 0.410
H 2.17 3.84 2.90 0.462
H 2.18 6.31 2.60 0.422
O -1.60 -0.52 -2.95 -0.751
C -1.91 -0.26 -1.81 0.415
N -1.13 -0.40 -0.68 0.340
C -1.81 -0.04 0.41 0.622
O -1.20 -0.13 1.50 -0.770
C -3.18 0.41 0.06 0.275
C -4.24 0.87 0.80 -0.360
C -5.40 1.20 0.10 -0.610
C -5.47 1.07 -1.29 -0.476
C -4.38 0.60 -2.02 -0.500
C -3.24 0.27 -1.32 -0.257
H -4.18 0.97 1.87 0.541
H -6.27 1.57 0.63 0.412
H -6.39 1.34 -1.80 0.398
H -4.43 0.49 -3.10 0.489
Br -1.37 -6.98 1.32 -0.215
C -0.84 -5.18 1.02 0.065
C -0.45 -4.40 2.09 -0.649
C -0.06 -3.09 1.87 -0.566
C -0.07 -2.55 0.59 0.757
C -0.48 -3.35 -0.47 0.172
C -0.87 -4.67 -0.26 -0.849
H -0.45 -4.81 3.09 0.434
H 0.24 -2.48 2.71 0.441
H -0.53 -2.96 -1.48 0.303
H -1.19 -5.29 -1.09 0.447
```

The value obtained for the HOMO energy is -8.6 eV. Its net charge is 0.

***

[3]
The following is a DFT calculation (ωB97M-V/def2-TZVPD) of a cluster of 2 separate species, C27H20ClNO5S in total.

XYZ file:
```
55
Properties=species:S:1:pos:R:3:mulliken_charge:R:1
O -8.95 -1.75 0.07 -0.574
N -8.31 -0.68 0.05 0.916
O -8.86 0.45 0.04 -0.571
C -6.88 -0.72 0.08 -0.015
C -6.17 0.49 0.18 -0.548
C -4.83 0.46 0.57 -0.376
C -4.22 -0.77 0.86 0.037
S -2.46 -0.77 1.48 1.279
C -0.14 -0.03 0.10 -1.362
Cl -1.11 1.16 -0.59 -0.081
O -2.39 0.18 2.58 -0.636
O -2.09 -2.15 1.74 -0.649
C -4.88 -1.97 0.59 -0.309
C -6.22 -1.96 0.20 -0.495
H -6.69 1.43 -0.01 0.432
H -4.28 1.39 0.66 0.387
H -0.59 -1.03 0.05 0.791
H -4.36 -2.92 0.69 0.463
H -6.78 -2.88 0.03 0.436
C 4.03 0.84 -5.66 -0.844
O 3.25 -0.22 -5.07 -0.446
C 2.79 -0.03 -3.80 0.877
C 1.99 -1.06 -3.27 -1.148
C 1.48 -0.94 -1.99 -0.031
C 1.81 0.16 -1.18 -0.365
C 1.24 0.17 0.24 3.372
C 1.52 1.43 1.10 -0.637
C 1.98 1.04 2.36 -0.105
C 2.29 1.99 3.34 -0.591
C 2.10 3.34 3.05 -0.641
C 1.66 3.73 1.77 -1.075
C 1.36 2.77 0.79 0.081
C 2.24 -0.40 2.37 0.285
C 1.90 -0.94 1.12 0.008
C 2.25 -2.24 0.80 -0.078
C 2.96 -3.00 1.75 -0.940
C 3.28 -2.47 3.01 -0.595
C 2.91 -1.16 3.32 -0.902
C 2.60 1.18 -1.70 -0.523
C 3.06 1.12 -3.02 -0.896
H 4.30 0.47 -6.64 0.251
H 3.42 1.76 -5.75 0.339
H 4.93 1.05 -5.06 0.340
H 1.78 -1.94 -3.88 0.421
H 0.80 -1.70 -1.61 0.456
H 2.66 1.65 4.31 0.402
H 2.30 4.10 3.81 0.402
H 1.56 4.79 1.53 0.397
H 1.02 3.08 -0.20 0.564
H 2.00 -2.67 -0.17 0.294
H 3.26 -4.02 1.49 0.405
H 3.83 -3.07 3.73 0.407
H 3.14 -0.71 4.28 0.396
H 2.87 2.04 -1.10 0.610
H 3.63 1.95 -3.45 0.383
```

The value obtained for the HOMO energy is -7.6 eV. Its net charge is 0.

***

[4]
The following is a DFT calculation (ωB97M-V/def2-TZVPD) of a structure of composition C27H20CuF3N2O5.

XYZ file:
```
58
Properties=species:S:1:pos:R:3:mulliken_charge:R:1
Cu -0.53 -0.63 -1.42 -0.494
O 2.31 -0.42 -0.16 -0.659
C 2.34 -0.85 -1.32 0.732
O 1.38 -1.08 -2.12 -0.845
C 3.73 -1.14 -1.90 0.033
C 4.83 -1.17 -1.06 -0.277
C 6.10 -1.37 -1.58 -0.454
C 6.28 -1.53 -2.95 -0.335
C 5.18 -1.50 -3.79 -0.521
C 3.90 -1.32 -3.27 -0.351
H 4.66 -1.03 0.00 0.414
H 6.97 -1.39 -0.92 0.355
H 7.28 -1.67 -3.36 0.345
H 5.32 -1.62 -4.86 0.348
H 3.03 -1.31 -3.90 0.398
C -2.68 1.30 5.18 -0.376
C -2.08 2.30 4.42 -0.550
C -1.63 2.03 3.14 -0.451
C -1.74 0.75 2.57 0.399
C -2.36 -0.24 3.35 -0.129
C -2.81 0.03 4.63 -0.698
C -1.27 0.55 1.19 0.318
C -0.99 -0.59 0.53 -1.164
C -0.99 -1.92 1.11 0.536
C -1.97 -2.86 0.77 0.155
C -1.96 -4.13 1.31 -0.676
C -0.95 -4.52 2.19 -0.370
C 0.05 -3.61 2.51 -0.648
C 0.04 -2.33 1.98 0.317
H -3.04 1.51 6.18 0.342
H -1.98 3.30 4.83 0.340
H -1.17 2.82 2.56 0.439
H -2.49 -1.23 2.94 0.405
H -3.27 -0.76 5.21 0.366
H -1.12 1.49 0.66 -0.202
H -2.74 -2.56 0.06 0.405
H -2.73 -4.84 1.04 0.367
H -0.94 -5.52 2.62 0.338
H 0.86 -3.91 3.17 0.331
H 0.83 -1.63 2.21 0.417
F -0.29 5.76 -0.03 -0.266
C -0.96 5.40 -1.16 0.757
F -0.39 6.14 -2.15 -0.282
F -2.22 5.87 -1.02 -0.304
C -0.90 3.95 -1.44 0.577
C 0.33 3.33 -1.65 -0.847
C 0.35 1.99 -1.96 -0.132
N -0.76 1.22 -2.06 -0.273
C -1.94 1.83 -1.83 -0.081
C -2.05 3.17 -1.51 -0.580
H 1.25 3.89 -1.58 0.396
H 1.28 1.47 -2.13 0.299
H -2.81 1.19 -1.89 0.345
H -3.02 3.62 -1.34 0.430
O -3.46 -0.96 -2.07 -0.653
N -2.88 -1.56 -3.00 1.068
O -3.53 -2.04 -3.95 -0.751
O -1.62 -1.69 -2.99 -0.601
```

The value obtained for the HOMO energy is -0.7 eV. Its net charge is -2.

***

no.,DFT total energy (hartree)
1,-2709.70149
2,-8056.89039
3,-2329.96972
4,-3466.64564